The following is a quantum chemistry calculation of a structure of composition C37H46Cl2MoN2OS4Si4, from the OMol25 dataset.

Element x y z (Å)
1 Mo 0.343 -0.939 0.500
2 S -1.600 -1.026 2.093
3 C -0.329 -0.193 3.111
4 C -0.876 1.049 3.776
5 C -0.081 2.098 3.938
6 C 2.076 1.051 4.740
7 C 2.724 -0.115 4.077
8 C 1.948 -1.120 3.675
9 S 2.609 -2.367 2.599
10 C 3.584 -1.335 1.428
11 C 3.270 -1.534 -0.029
12 C 4.342 -1.434 -0.912
13 C 4.186 -1.788 -2.238
14 C 2.990 -2.398 -2.603
15 C 1.958 -2.458 -1.686
16 C 0.727 -3.245 -1.973
17 S -0.789 -2.380 -1.378
18 C -1.669 -3.725 -0.606
19 C -2.783 -4.270 -1.219
20 C -3.468 -5.297 -0.596
21 C -3.019 -5.777 0.628
22 C -1.906 -5.236 1.235
23 C -1.217 -4.181 0.633
24 S 0.196 -3.490 1.351
25 N 2.045 -1.893 -0.462
26 H -1.922 1.049 4.043
27 H -0.414 3.034 4.347
28 H 2.815 1.696 5.214
29 H 3.778 -0.068 3.858
30 H 4.631 -1.608 1.583
31 H 3.457 -0.295 1.730
32 H 5.290 -1.063 -0.551
33 H 4.987 -1.661 -2.948
34 H 2.861 -2.817 -3.589
35 H 0.769 -4.187 -1.418
36 H 0.600 -3.444 -3.037
37 H -3.098 -3.888 -2.175
38 H -4.346 -5.721 -1.059
39 H -3.549 -6.585 1.112
40 H -1.559 -5.609 2.187
41 Cl 4.258 2.771 0.006
42 C 3.093 2.472 1.232
43 C 3.054 3.335 2.352
44 C 2.188 3.166 3.382
45 Cl 2.140 4.321 4.666
46 C 1.373 1.935 3.566
47 C 1.125 0.508 5.763
48 C 0.403 -0.570 5.480
49 C 0.484 -1.137 4.091
50 N 0.552 0.173 2.052
51 C 1.362 1.197 2.257
52 C 2.145 1.449 1.115
53 O 1.872 0.684 0.091
54 H 3.713 4.189 2.343
55 H 1.075 1.003 6.720
56 H -0.266 -1.028 6.189
57 H 0.072 -2.148 4.025
58 C -2.935 2.179 1.185
59 Si -3.025 1.169 -0.437
60 C -4.068 2.279 -1.594
61 C -4.031 -0.447 -0.226
62 Si -0.811 0.726 -1.288
63 Si -1.265 -0.008 -3.603
64 C -2.096 1.338 -4.684
65 C -2.426 -1.503 -3.972
66 C 0.399 -0.380 -4.485
67 Si 0.389 2.768 -1.634
68 C 0.436 3.800 -0.020
69 C 2.077 2.471 -2.490
70 C -0.498 3.987 -2.818
71 H -3.877 2.169 1.726
72 H -2.684 3.215 0.977
73 H -2.172 1.786 1.851
74 H -4.948 2.652 -1.078
75 H -4.409 1.744 -2.472
76 H -3.501 3.140 -1.930
77 H -4.953 -0.283 0.325
78 H -3.461 -1.199 0.314
79 H -4.295 -0.867 -1.191
80 H -3.072 1.612 -4.303
81 H -2.233 0.984 -5.702
82 H -1.504 2.242 -4.737
83 H -3.270 -1.516 -3.289
84 H -1.921 -2.459 -3.887
85 H -2.829 -1.437 -4.980
86 H 0.920 0.547 -4.699
87 H 0.259 -0.897 -5.430
88 H 1.058 -0.982 -3.867
89 H 0.259 3.190 0.860
90 H -0.334 4.566 -0.048
91 H 1.387 4.300 0.122
92 H 2.592 1.615 -2.067
93 H 2.735 3.331 -2.409
94 H 1.931 2.278 -3.549
95 H -1.552 4.075 -2.584
96 H -0.414 3.683 -3.854
97 H -0.064 4.980 -2.742

spin multiplicity: 3
expectation value of S²: 2.186
LUMO level (alpha / beta): -0.68 / -1.16 eV
E_tot: -145896.0914 eV
energy relative to the best compared isomer or geometry (same formula, charge and spin): 0.0 kJ/mol
Kohn-Sham gap (alpha / beta): 6.01 / 5.93 eV
HOMO energy (alpha / beta): -6.687 / -7.086 eV

The following is a quantum chemistry calculation of a structure of composition C37H46InN3O2S, from the OMol25 dataset.

Element x y z (Å)
1 In 0.451 -0.036 0.500
2 C -2.071 1.213 2.859
3 N -0.615 1.343 2.796
4 C -0.080 1.262 4.155
5 C -0.241 2.658 2.242
6 C 1.166 2.716 1.692
7 C 1.965 3.825 1.956
8 C 3.232 3.934 1.398
9 C 3.719 2.924 0.579
10 C 2.931 1.806 0.325
11 C 1.648 1.698 0.867
12 H -2.514 1.999 3.486
13 H -2.330 0.246 3.294
14 H -2.496 1.279 1.862
15 H -0.547 2.025 4.793
16 H 0.994 1.435 4.144
17 H -0.279 0.287 4.593
18 H -0.365 3.426 3.019
19 H -0.933 2.892 1.434
20 H 1.597 4.608 2.611
21 H 3.842 4.802 1.612
22 H 4.711 3.004 0.149
23 H 3.337 1.005 -0.287
24 C 2.336 1.000 -3.861
25 C 1.002 1.224 -3.142
26 C 0.441 2.608 -3.467
27 C 0.027 0.104 -3.455
28 C -0.784 0.164 -4.581
29 C -1.680 -0.854 -4.867
30 C -1.783 -1.939 -4.013
31 C -0.992 -2.041 -2.871
32 C -1.168 -3.273 -1.992
33 C -1.260 -3.015 -0.485
34 C -0.119 -4.351 -2.281
35 C -0.079 -1.016 -2.625
36 N 0.738 -1.080 -1.453
37 C 1.848 -1.740 -1.470
38 C 2.590 -1.933 -0.286
39 C 3.815 -2.562 -0.102
40 C 4.063 -2.526 1.268
41 C 2.968 -1.888 1.870
42 N 2.073 -1.514 0.928
43 C 2.765 -1.639 3.342
44 C 1.290 -1.842 3.690
45 C 3.594 -2.626 4.165
46 C 3.227 -0.212 3.670
47 H 3.041 1.797 -3.611
48 H 2.193 1.000 -4.944
49 H 2.794 0.050 -3.585
50 H 1.197 1.209 -2.066
51 H 0.414 2.789 -4.545
52 H 1.074 3.377 -3.021
53 H -0.568 2.725 -3.069
54 H -0.724 1.024 -5.236
55 H -2.309 -0.795 -5.746
56 H -2.494 -2.729 -4.229
57 H -2.136 -3.683 -2.289
58 H -0.269 -2.885 -0.043
59 H -1.715 -3.875 0.012
60 H -1.868 -2.137 -0.271
61 H 0.857 -4.080 -1.867
62 H -0.005 -4.514 -3.353
63 H -0.414 -5.298 -1.823
64 H 2.210 -2.187 -2.395
65 H 4.434 -2.985 -0.880
66 H 4.913 -2.945 1.781
67 H 0.967 -2.851 3.425
68 H 0.651 -1.132 3.165
69 H 1.131 -1.698 4.762
70 H 3.335 -3.660 3.925
71 H 3.409 -2.463 5.229
72 H 4.663 -2.491 3.991
73 H 2.671 0.528 3.094
74 H 4.283 -0.091 3.422
75 H 3.098 -0.003 4.737
76 O -8.027 1.778 -1.710
77 C -7.368 1.046 -0.779
78 O -7.992 0.358 -0.021
79 C -5.877 1.148 -0.769
80 C -5.169 0.141 -0.127
81 C -3.786 0.164 -0.088
82 C -3.070 1.206 -0.684
83 S -1.315 1.320 -0.697
84 C -3.787 2.236 -1.301
85 C -5.170 2.197 -1.349
86 H -7.395 2.198 -2.308
87 H -5.725 -0.662 0.340
88 H -3.250 -0.628 0.415
89 H -3.247 3.065 -1.741
90 H -5.686 3.034 -1.810

LUMO level: -0.43 eV
E_tot: -63691.4144 eV
Kohn-Sham gap: 7.42 eV
HOMO energy: -7.850 eV

The following is a quantum chemistry calculation of a structure of composition C37H46IrN3O6S5, from the OMol25 dataset.

Element x y z (Å)
1 Ir -1.236 1.408 -1.001
2 O -4.925 0.523 1.067
3 C -3.763 0.898 0.974
4 O -3.276 1.574 0.039
5 C -2.803 0.349 2.092
6 C -2.183 -0.923 1.481
7 C -1.615 -1.807 2.605
8 C -0.339 -1.027 2.973
9 C -0.438 0.161 2.003
10 O -1.015 -0.433 0.846
11 C -1.534 1.116 2.496
12 C -1.316 2.560 1.891
13 O -1.615 3.490 2.620
14 O -0.742 2.608 0.772
15 H -3.450 0.129 2.945
16 H -2.820 -1.441 0.764
17 H -1.385 -2.801 2.222
18 H -2.312 -1.900 3.434
19 H 0.557 -1.610 2.763
20 H -0.318 -0.705 4.013
21 H 0.505 0.647 1.753
22 H -1.507 1.258 3.580
23 S 1.394 1.833 -2.193
24 S 1.070 2.376 -4.037
25 S -0.922 3.340 -4.044
26 S -1.368 3.740 -2.163
27 C 4.051 3.480 5.523
28 C 2.660 2.989 5.138
29 C 2.427 3.011 3.634
30 N 3.335 2.104 2.965
31 C 3.307 1.927 1.639
32 S 2.357 2.857 0.654
33 N 4.091 0.954 1.045
34 C 5.116 0.128 1.451
35 O 5.756 -0.477 0.610
36 C 5.436 -0.006 2.897
37 C 6.747 0.239 3.303
38 C 7.116 0.054 4.620
39 C 6.184 -0.386 5.549
40 C 4.885 -0.657 5.149
41 C 4.507 -0.476 3.831
42 H 4.122 3.616 6.598
43 H 4.256 4.432 5.041
44 H 4.825 2.776 5.227
45 H 1.909 3.632 5.595
46 H 2.510 1.976 5.518
47 H 2.583 4.019 3.238
48 H 1.392 2.731 3.396
49 H 3.908 1.506 3.540
50 H 3.973 0.958 0.033
51 H 7.466 0.572 2.570
52 H 8.134 0.243 4.925
53 H 6.475 -0.533 6.578
54 H 4.164 -1.019 5.867
55 H 3.505 -0.725 3.511
56 C 2.639 -1.846 -0.409
57 C 1.496 -2.087 -1.353
58 C 1.386 -3.282 -2.060
59 C 0.322 -3.464 -2.932
60 C 0.149 -4.745 -3.700
61 C -0.621 -2.467 -3.103
62 C -0.578 -1.251 -2.384
63 C 0.534 -1.118 -1.515
64 N -1.468 -0.229 -2.431
65 C -2.708 -0.294 -3.205
66 C -3.602 -1.448 -2.713
67 C -4.919 -1.467 -3.486
68 C -4.635 -1.620 -4.981
69 C -3.798 -0.436 -5.468
70 C -4.573 0.857 -5.228
71 C -4.833 0.994 -3.732
72 C -5.679 -0.170 -3.228
73 C -3.496 1.012 -3.001
74 C -2.462 -0.396 -4.724
75 H 3.010 -2.779 0.010
76 H 2.326 -1.189 0.401
77 H 3.472 -1.368 -0.927
78 H 2.119 -4.064 -1.920
79 H 0.978 -5.428 -3.533
80 H 0.076 -4.537 -4.767
81 H -0.772 -5.245 -3.399
82 H -1.406 -2.681 -3.807
83 H 0.608 -0.214 -0.925
84 H -3.797 -1.298 -1.649
85 H -3.104 -2.410 -2.827
86 H -5.520 -2.319 -3.142
87 H -5.578 -1.659 -5.538
88 H -4.102 -2.558 -5.164
89 H -3.597 -0.549 -6.541
90 H -5.514 0.842 -5.784
91 H -3.989 1.710 -5.579
92 H -5.348 1.938 -3.530
93 H -6.646 -0.186 -3.738
94 H -5.860 -0.055 -2.158
95 H -3.679 1.180 -1.940
96 H -2.908 1.839 -3.397
97 H -1.883 0.475 -5.039
98 H -1.880 -1.276 -4.988

total charge: -1
spin multiplicity: 2
expectation value of S²: 0.945
LUMO level (alpha / beta): 1.01 / 0.39 eV
E_tot: -112889.4466 eV
energy relative to the best compared isomer or geometry (same formula, charge and spin): 380.4 kJ/mol
Kohn-Sham gap (alpha / beta): 5.21 / 4.71 eV
HOMO energy (alpha / beta): -4.198 / -4.311 eV